This record from the OMol25 dataset describes a 9-piece molecular cluster, C51H41ClN3O18Si overall. The level of theory is the ωB97M-V functional and the def2-TZVPD basis.

Atoms and positions in Å:
N1 1.58 -7.96 -1.44
C1 2.06 -7.47 -0.15
N2 0.90 -6.77 0.47
N3 3.06 -6.45 -0.30
C2 2.51 -8.60 0.81
Si1 4.09 -9.54 0.36
Cl1 4.25 -9.96 -1.70
C3 5.67 -8.69 1.00
O1 6.77 -9.10 0.52
O2 5.52 -7.83 1.87
H1 1.03 -8.80 -1.31
H2 2.33 -8.11 -2.08
H3 0.32 -7.47 0.91
H4 1.26 -6.21 1.24
H5 3.71 -6.70 -1.02
H6 2.61 -5.58 -0.50
H7 1.66 -9.28 0.95
H8 2.72 -8.14 1.77
H9 4.01 -10.85 1.05
C4 0.75 -1.50 -2.38
C5 1.25 -2.71 -2.17
C6 2.71 -2.95 -2.13
O3 3.16 -4.06 -1.94
C7 3.60 -1.78 -2.34
C8 3.11 -0.56 -2.54
C9 1.64 -0.33 -2.58
O4 1.18 0.78 -2.76
H10 -0.31 -1.30 -2.41
H11 0.62 -3.58 -2.02
H12 4.67 -1.97 -2.30
H13 3.74 0.31 -2.69
C10 -1.56 5.23 -0.62
C11 -0.71 6.26 -0.60
C12 0.65 6.14 -1.17
O5 1.42 7.08 -1.16
C13 1.04 4.83 -1.76
C14 0.20 3.81 -1.78
C15 -1.17 3.93 -1.21
O6 -1.94 2.99 -1.22
H14 -2.56 5.30 -0.21
H15 -0.97 7.22 -0.18
H16 2.04 4.77 -2.17
H17 0.46 2.84 -2.20
C16 -7.63 3.77 -0.22
C17 -6.78 4.79 -0.21
C18 -5.43 4.68 -0.78
O7 -4.65 5.62 -0.76
C19 -5.03 3.38 -1.37
C20 -5.88 2.35 -1.39
C21 -7.24 2.46 -0.82
O8 -8.01 1.53 -0.83
H18 -8.63 3.83 0.19
H19 -7.05 5.75 0.22
H20 -4.04 3.31 -1.78
H21 -5.61 1.39 -1.81
C22 -6.34 4.03 5.76
C23 -7.05 4.38 4.70
C24 -7.26 3.44 3.57
O9 -7.91 3.76 2.59
C25 -6.64 2.10 3.67
C26 -5.93 1.74 4.74
C27 -5.72 2.68 5.87
O10 -5.08 2.36 6.84
H22 -6.18 4.70 6.60
H23 -7.51 5.35 4.60
H24 -6.80 1.43 2.83
H25 -5.47 0.77 4.83
C28 -1.36 -5.66 3.40
C29 -2.08 -4.65 3.87
C30 -3.55 -4.58 3.63
O11 -4.21 -3.65 4.05
C31 -4.17 -5.68 2.87
C32 -3.45 -6.70 2.41
C33 -1.99 -6.77 2.64
O12 -1.32 -7.69 2.22
H26 -0.29 -5.73 3.56
H27 -1.65 -3.83 4.43
H28 -5.24 -5.61 2.71
H29 -3.89 -7.51 1.84
C34 11.82 -9.05 3.98
C35 11.46 -10.28 3.60
C36 10.25 -10.51 2.77
O13 9.94 -11.63 2.43
C37 9.46 -9.32 2.37
C38 9.81 -8.09 2.75
C39 11.02 -7.86 3.58
O14 11.35 -6.75 3.93
H30 12.69 -8.86 4.58
H31 12.03 -11.16 3.87
H32 8.57 -9.49 1.76
H33 9.24 -7.22 2.48
C40 3.13 10.87 -1.95
C41 1.99 10.26 -1.64
C42 0.72 11.02 -1.51
O15 -0.32 10.46 -1.22
C43 0.77 12.48 -1.73
C44 1.91 13.10 -2.04
C45 3.18 12.34 -2.18
O16 4.22 12.90 -2.46
H34 4.07 10.34 -2.05
H35 1.94 9.19 -1.47
H36 -0.17 13.01 -1.63
H37 1.97 14.16 -2.21
C46 -4.62 6.01 -6.04
C47 -3.38 5.81 -6.46
C48 -2.24 5.73 -5.51
O17 -1.11 5.54 -5.89
C49 -2.55 5.88 -4.06
C50 -3.79 6.09 -3.64
C51 -4.92 6.17 -4.59
O18 -6.06 6.35 -4.21
H38 -5.46 6.07 -6.72
H39 -3.13 5.69 -7.51
H40 -1.71 5.82 -3.39
H41 -4.05 6.21 -2.58

frontier orbital gap	3.642	eV
charge	-1
LUMO level	-0.797	eV
E_tot	-115271.9218	eV

Mulliken population analysis, charges in e, atoms 1 to 99: N -0.6006; C 0.2878; N -0.5770; N -0.5259; C -0.7879; Si 0.5666; Cl -0.3358; C 0.4777; O -0.7511; O -0.6615; H 0.2583; H 0.3103; H 0.2045; H 0.2580; H 0.2671; H 0.2436; H 0.4374; H 0.2981; H -0.2642; C -0.3516; C -0.3347; C 0.2359; O -0.5088; C -0.3869; C -0.3659; C 0.3471; O -0.5376; H 0.4472; H 0.5161; H 0.4334; H 0.4115; C -0.1835; C -0.2126; C 0.2534; O -0.5812; C -0.4440; C -0.5980; C 0.4955; O -0.5977; H 0.2310; H 0.4888; H 0.4907; H 0.6515; C -0.3912; C -0.4842; C 0.6521; O -0.7055; C 0.1602; C -0.6922; C 0.4153; O -0.5795; H 0.3369; H 0.4917; H 0.2797; H 0.4683; C -0.3774; C -0.3642; C 0.4554; O -0.4925; C -0.3690; C -0.4273; C 0.3240; O -0.5363; H 0.3961; H 0.4232; H 0.4803; H 0.4941; C -0.2363; C -0.3901; C 0.3621; O -0.5629; C -0.3868; C -0.3838; C 0.4739; O -0.5780; H 0.4074; H 0.4120; H 0.3926; H 0.4122; C -0.3815; C -0.3624; C 0.3255; O -0.5507; C -0.3330; C -0.4051; C 0.4104; O -0.5750; H 0.3837; H 0.3942; H 0.6425; H 0.4765; C -0.4023; C -0.2801; C 0.3581; O -0.5336; C -0.3872; C -0.3737; C 0.3398; O -0.5521